[1]
4 unconnected molecules or ions with the total composition C26H61N4. Source: the OMol25 dataset; level of theory: ωB97M-V/def2-TZVPD.

Each line ends with the Mulliken charge.
Positions of all 91 atoms, in Å:
1 C 9.249 -2.912 3.121  -0.629
2 C 9.150 -2.207 1.814  -0.162
3 C 8.858 -2.890 0.351  -0.628
4 C 7.245 -3.255 0.102  -0.286
5 C 6.784 -4.531 1.021  -0.560
6 C 5.148 -4.578 1.150  -0.574
7 C 4.706 -3.188 1.943  -0.457
8 C 5.599 -1.884 1.493  -0.486
9 N 6.345 -2.042 0.187  -0.010
10 H 8.356 -2.800 3.904  0.217
11 H 10.143 -3.613 3.451  0.265
12 H 9.349 -1.034 1.832  0.282
13 H 9.105 -2.079 -0.489  0.349
14 H 9.528 -3.836 0.117  0.380
15 H 7.198 -3.620 -1.034  0.236
16 H 7.239 -4.555 2.100  0.200
17 H 7.142 -5.519 0.456  0.382
18 H 4.831 -5.500 1.798  0.371
19 H 4.720 -4.619 0.037  0.157
20 H 4.965 -3.378 3.093  0.264
21 H 3.533 -3.014 1.808  0.301
22 H 4.819 -0.994 1.335  0.333
23 H 6.288 -1.517 2.396  0.293
24 H 6.979 -1.193 0.084  0.420
25 H 5.730 -2.048 -0.671  0.333
26 C 3.638 -1.782 -5.971  -1.412
27 C 2.861 -2.216 -4.732  -0.399
28 N 3.160 -1.418 -3.541  0.268
29 C 2.665 -2.017 -2.298  -0.372
30 C 1.155 -2.163 -2.138  -1.037
31 C 2.962 0.028 -3.661  -0.744
32 C 1.578 0.524 -4.065  -0.587
33 H 4.715 -1.755 -5.775  0.320
34 H 3.464 -2.492 -6.787  0.433
35 H 3.323 -0.795 -6.325  0.297
36 H 3.136 -3.260 -4.537  0.441
37 H 1.790 -2.212 -4.963  0.294
38 H 3.059 -1.456 -1.440  0.114
39 H 3.111 -3.016 -2.203  0.341
40 H 0.673 -1.203 -1.943  0.069
41 H 0.938 -2.807 -1.278  0.437
42 H 0.686 -2.621 -3.013  0.296
43 H 3.685 0.413 -4.389  0.366
44 H 3.249 0.516 -2.719  0.297
45 H 1.171 -0.021 -4.921  0.288
46 H 1.637 1.579 -4.354  0.388
47 H 0.866 0.460 -3.241  -0.102
48 C 0.260 2.472 -0.646  -1.370
49 C -0.980 1.634 -0.345  -0.423
50 N -2.140 2.428 0.064  0.175
51 C -3.220 1.625 0.647  -0.670
52 C -3.908 0.608 -0.256  -0.947
53 C -2.571 3.476 -0.864  -0.652
54 C -2.926 3.061 -2.288  -0.822
55 H 0.509 3.129 0.194  0.360
56 H 1.119 1.815 -0.823  0.349
57 H 0.130 3.086 -1.543  0.287
58 H -0.710 0.953 0.472  0.425
59 H -1.205 1.006 -1.214  0.287
60 H -3.980 2.292 1.074  0.401
61 H -2.810 1.085 1.511  0.311
62 H -4.570 1.089 -0.979  0.111
63 H -4.533 -0.058 0.350  0.404
64 H -3.194 -0.021 -0.796  0.308
65 H -1.778 4.230 -0.920  0.333
66 H -3.424 4.018 -0.433  0.373
67 H -2.177 2.399 -2.731  0.125
68 H -2.986 3.951 -2.923  0.375
69 H -3.899 2.569 -2.338  0.258
70 C -7.399 2.107 0.712  -1.423
71 C -7.365 1.810 2.208  -0.466
72 N -7.373 3.011 3.047  0.153
73 C -7.028 2.746 4.447  -0.635
74 C -7.977 1.864 5.252  -0.975
75 C -8.486 3.940 2.841  -0.690
76 C -9.901 3.400 3.006  -0.950
77 H -6.595 2.793 0.425  0.247
78 H -7.266 1.180 0.145  0.406
79 H -8.355 2.542 0.404  0.410
80 H -6.440 1.251 2.398  0.481
81 H -8.194 1.138 2.457  0.279
82 H -6.897 3.699 4.977  0.364
83 H -6.035 2.279 4.468  0.334
84 H -8.898 2.389 5.511  0.215
85 H -7.499 1.578 6.196  0.405
86 H -8.233 0.940 4.726  0.272
87 H -8.399 4.359 1.831  0.352
88 H -8.362 4.811 3.500  0.360
89 H -10.052 2.452 2.481  0.251
90 H -10.617 4.117 2.588  0.372
91 H -10.165 3.263 4.056  0.254

Output
- LUMO (eV) = -3.88
- M (Da) = 429.802
- HOMO (eV) = -9.122
- largest force on an atom (eV Å⁻¹) = 3.779
- net charge = +1

***

[2]
A molecular structure, C26H62AuCl3N5O2PSi4. Source: the OMol25 dataset; level of theory: ωB97M-V/def2-TZVPD.

Each line ends with the Mulliken charge.
Positions of all 104 atoms, in Å:
1 Au 0.443 -0.089 -0.801  3.143
2 C -2.351 -0.272 0.947  -1.041
3 O -1.526 0.427 0.009  -0.109
4 Si -2.001 1.481 -1.235  0.641
5 C -2.539 3.120 -0.563  -1.536
6 C -3.468 0.751 -2.091  -1.359
7 C -0.305 1.431 -2.123  -1.046
8 Si -0.472 0.582 -3.847  0.731
9 C 1.116 0.240 -4.739  -1.047
10 C -1.453 1.838 -4.832  -1.409
11 C -1.416 -1.031 -3.698  -0.676
12 Si 0.676 3.061 -2.046  0.105
13 C 2.364 3.019 -2.812  -0.871
14 C -0.372 4.302 -2.967  -1.148
15 C 0.909 3.627 -0.269  -0.520
16 H -2.893 0.463 1.544  0.401
17 H -1.704 -0.875 1.577  -0.045
18 H -3.053 -0.911 0.417  0.348
19 H -3.164 2.944 0.320  0.406
20 H -3.182 3.613 -1.296  0.461
21 H -1.753 3.820 -0.294  0.385
22 H -4.370 1.129 -1.601  0.485
23 H -3.487 -0.337 -2.049  0.248
24 H -3.528 1.043 -3.139  0.405
25 H 1.554 1.133 -5.186  0.407
26 H 0.886 -0.451 -5.555  0.457
27 H 1.868 -0.231 -4.114  0.075
28 H -0.775 2.521 -5.347  0.354
29 H -2.147 2.447 -4.251  0.378
30 H -2.038 1.317 -5.595  0.456
31 H -1.326 -1.522 -2.725  -0.267
32 H -1.018 -1.720 -4.447  0.550
33 H -2.477 -0.906 -3.911  0.480
34 H 2.405 2.594 -3.813  0.257
35 H 3.096 2.502 -2.195  0.159
36 H 2.692 4.061 -2.886  0.412
37 H -0.290 4.153 -4.045  0.321
38 H -0.009 5.310 -2.750  0.453
39 H -1.431 4.274 -2.710  0.267
40 H 1.706 3.040 0.185  0.014
41 H 0.024 3.573 0.362  -0.088
42 H 1.243 4.669 -0.278  0.590
43 N 1.475 2.507 4.650  -0.080
44 C 0.570 3.069 3.578  -0.894
45 C -0.126 1.910 2.876  -0.257
46 N 0.796 0.919 2.356  0.763
47 C 1.711 0.417 3.366  -0.520
48 C 2.472 1.525 4.081  -1.078
49 H 0.901 2.029 5.349  0.388
50 H 1.957 3.261 5.142  0.364
51 H 1.217 3.620 2.895  0.354
52 H -0.120 3.758 4.061  0.430
53 H -0.730 2.316 2.065  -0.319
54 H -0.817 1.421 3.573  0.556
55 H 1.312 1.280 1.561  -0.652
56 H 2.438 -0.253 2.906  0.255
57 H 1.147 -0.177 4.094  0.502
58 H 3.088 2.097 3.386  0.365
59 H 3.089 1.168 4.903  0.445
60 O -0.162 -2.111 -0.173  -0.530
61 P 0.232 -3.576 0.012  -2.666
62 N 1.434 -4.022 -1.000  0.589
63 C 1.365 -3.486 -2.378  0.643
64 C 2.402 -4.292 -3.161  -0.773
65 C 3.361 -4.789 -2.088  -0.673
66 C 2.421 -5.121 -0.938  -0.341
67 N 0.715 -3.817 1.568  1.002
68 C 0.119 -2.981 2.629  1.073
69 C 1.066 -3.173 3.807  -0.559
70 C 1.519 -4.618 3.638  -1.112
71 C 1.728 -4.730 2.132  -0.464
72 N -1.104 -4.443 -0.361  0.311
73 C -1.054 -5.910 -0.288  -0.303
74 C -2.225 -6.263 0.617  -0.754
75 C -3.290 -5.232 0.227  -0.703
76 C -2.501 -3.997 -0.261  0.022
77 H 1.606 -2.417 -2.378  -0.820
78 H 0.365 -3.600 -2.797  0.136
79 H 2.884 -3.693 -3.932  0.391
80 H 1.921 -5.142 -3.649  0.387
81 H 4.047 -3.995 -1.783  0.215
82 H 3.948 -5.650 -2.403  0.450
83 H 2.935 -5.152 0.013  0.133
84 H 1.944 -6.092 -1.106  0.307
85 H -0.883 -3.339 2.894  0.191
86 H 0.031 -1.943 2.301  -1.120
87 H 0.579 -2.989 4.765  0.475
88 H 1.927 -2.504 3.718  0.081
89 H 0.734 -5.301 3.966  0.373
90 H 2.427 -4.857 4.189  0.419
91 H 1.594 -5.754 1.781  0.338
92 H 2.740 -4.409 1.875  0.332
93 H -0.095 -6.255 0.103  0.180
94 H -1.179 -6.347 -1.283  0.441
95 H -1.933 -6.140 1.662  0.225
96 H -2.562 -7.288 0.480  0.442
97 H -3.937 -4.983 1.067  0.342
98 H -3.928 -5.616 -0.568  0.343
99 H -2.587 -3.171 0.439  -0.183
100 H -2.864 -3.655 -1.234  0.257
101 Cl 3.892 -0.383 -2.620  -0.265
102 Si 2.764 -0.293 -0.944  0.784
103 Cl 3.556 1.242 0.219  -0.293
104 Cl 3.168 -1.953 0.151  -0.170

Output
- LUMO (eV) = -6.28
- ΔE to the lowest compared entry with this formula, charge and spin (kcal/mol) = 8.52
- M (Da) = 923.459
- HOMO (eV) = -12.872
- largest force on an atom (eV Å⁻¹) = 0.807
- net charge = +2